Record 1
Below is a molecular structure, C47H52AsF5FeN3OSiTe, with properties calculated with ωB97M-V/def2-TZVPD.

Results
**Gap between HOMO and LUMO (spin up / spin down)**: 6.3 / 5.6 eV
**Spin multiplicity**: 5
**Relative energy (zero: lowest compared OMol25 entry of this formula, charge and spin)**: 2.2 kcal/mol
**<S²>**: 6.040
**Total charge**: -1
**E_tot**: -180084.2777 eV

XYZ file:
```
112
Properties=species:S:1:pos:R:3:lowdin_spin:R:1
Fe -0.614 1.294 1.209 2.9124
C -3.583 -3.716 -2.311 0.0000
C -2.786 -4.608 -1.393 0.0002
C -3.054 -5.969 -1.303 0.0000
C -2.359 -6.794 -0.426 0.0002
C -1.353 -6.256 0.359 0.0000
C -1.045 -4.905 0.264 0.0004
C -1.764 -4.073 -0.591 0.0004
N -1.459 -2.704 -0.744 0.0022
C -1.398 -1.698 0.203 0.0052
N -1.228 -2.128 1.494 0.0019
C -1.792 -1.386 2.580 0.0078
C -1.135 -0.273 3.097 0.0012
C -1.785 0.441 4.108 0.0083
C -3.017 0.052 4.596 -0.0021
C -3.607 -1.110 4.118 0.0085
C -3.007 -1.843 3.103 -0.0021
C -3.637 -3.122 2.601 -0.0008
N -1.532 -0.446 -0.083 0.0117
C -1.733 -0.081 -1.440 0.0018
C -0.753 -0.297 -2.408 0.0011
C -0.950 0.100 -3.725 0.0012
C -2.129 0.733 -4.083 -0.0005
C -3.114 0.928 -3.123 0.0008
C -2.945 0.522 -1.802 0.0003
C -4.047 0.682 -0.790 0.0009
H -4.485 -4.229 -2.645 0.0000
H -3.014 -3.428 -3.201 0.0000
H -3.880 -2.792 -1.807 0.0000
H -3.835 -6.388 -1.930 0.0000
H -2.601 -7.848 -0.363 0.0000
H -0.787 -6.890 1.031 0.0000
H -0.203 -4.510 0.823 0.0001
H -1.592 -2.339 -1.675 0.0001
H -1.344 -3.122 1.589 0.0001
H -1.310 1.326 4.521 0.0003
H -3.518 0.650 5.350 -0.0003
H -4.554 -1.448 4.526 0.0006
H -4.579 -3.305 3.117 0.0000
H -2.989 -3.984 2.788 -0.0003
H -3.838 -3.090 1.527 -0.0002
H 0.177 -0.775 -2.124 0.0004
H -0.175 -0.089 -4.459 0.0001
H -2.284 1.075 -5.100 0.0000
H -4.046 1.412 -3.400 0.0001
H -4.803 1.382 -1.149 0.0000
H -3.656 1.046 0.164 0.0008
H -4.535 -0.281 -0.597 0.0000
F -1.154 3.185 2.647 0.0139
C -2.539 3.492 2.300 0.0014
F -3.084 2.168 2.211 0.0086
C -3.076 3.949 3.637 0.0002
F -2.706 3.234 4.750 0.0002
F -2.676 5.216 3.885 0.0001
F -4.426 3.934 3.624 0.0002
O 1.307 1.614 0.038 0.0524
As 2.364 1.039 -1.194 0.1524
C 2.620 2.635 -2.346 0.0708
C 2.845 3.883 -1.773 0.0097
C 3.033 4.999 -2.573 0.0037
C 3.007 4.876 -3.961 -0.0018
C 2.796 3.632 -4.540 0.0008
C 2.607 2.515 -3.730 0.0044
C 4.129 1.242 -0.335 0.0012
C 4.248 1.161 1.047 -0.0010
C 5.491 1.269 1.661 0.0008
C 6.634 1.462 0.895 -0.0008
C 6.526 1.553 -0.489 0.0008
C 5.282 1.443 -1.097 -0.0007
C 2.852 -1.647 -1.597 0.5355
C 1.981 -2.717 -1.541 0.0666
C 2.161 -3.800 -2.401 0.0225
C 3.221 -3.807 -3.301 -0.0129
C 4.104 -2.731 -3.334 0.0187
C 3.911 -1.643 -2.488 0.0555
H 2.876 3.971 -0.692 0.0011
H 3.198 5.970 -2.120 0.0007
H 3.148 5.750 -4.586 -0.0001
H 2.773 3.532 -5.620 0.0003
H 2.446 1.539 -4.180 0.0016
H 3.351 1.031 1.639 0.0001
H 5.569 1.204 2.741 0.0001
H 7.604 1.541 1.370 -0.0001
H 7.412 1.716 -1.093 0.0001
H 5.202 1.536 -2.176 0.0001
H 1.161 -2.729 -0.828 0.0077
H 1.474 -4.637 -2.362 0.0040
H 3.357 -4.643 -3.976 -0.0006
H 4.937 -2.734 -4.029 0.0036
H 4.589 -0.797 -2.528 0.0044
C -2.715 4.262 -1.194 0.0067
Te -0.930 3.115 -0.868 0.0097
C -0.034 4.720 0.204 -0.0019
H -2.451 5.260 -1.554 0.0012
H -3.273 4.333 -0.258 0.0001
H -3.314 3.755 -1.958 0.0001
H -0.791 5.132 0.872 0.0001
H 0.339 5.481 -0.483 -0.0001
H 0.785 4.298 0.787 0.0002
C 1.757 -1.074 1.827 -0.0040
Si 0.771 -0.019 3.012 -0.0085
C 1.200 -0.778 4.702 0.0015
C 1.391 1.749 3.201 0.0038
H 2.826 -0.971 2.054 -0.0005
H 1.609 -0.778 0.790 -0.0003
H 1.494 -2.133 1.936 -0.0002
H 2.285 -0.755 4.871 0.0002
H 0.866 -1.822 4.766 -0.0001
H 0.716 -0.223 5.515 0.0001
H 2.400 1.724 3.629 0.0011
H 0.745 2.328 3.868 -0.0002
H 1.442 2.276 2.239 0.0023
```

---

Record 2
Below is C5H8 in the gas phase, with properties calculated with ωB97M-V/def2-TZVPD.

Results
**Gap between HOMO and LUMO**: 9.1 eV
**Relative energy (zero: lowest compared OMol25 entry of this formula, charge and spin)**: 64.3 kcal/mol
**E_tot**: -5311.3775 eV

XYZ file:
```
13
Properties=species:S:1:pos:R:3:mulliken_charge:R:1
C -1.692 0.308 -0.294 -0.7377
C -0.675 0.898 -0.945 0.0752
C 0.737 0.851 -0.623 -0.6389
C 1.187 -0.243 0.004 -0.0741
C 0.479 -1.025 1.031 -0.8405
H -2.610 0.077 -0.816 0.2370
H -1.726 0.189 0.779 0.2709
H -0.863 1.303 -1.938 0.2533
H 1.439 1.472 -1.167 0.3322
H 2.195 -0.620 -0.147 0.3490
H 0.624 -2.112 1.048 0.1948
H -0.412 -0.714 1.561 0.3585
H 1.302 -0.369 1.536 0.2203
```